Entry 1:
A structure of composition C21H31F5OP2Pt. Source: the Open Molecules 2025 dataset; level of theory: ωB97M-V/def2-TZVPD.

Energy above the lowest of the compared OMol25 structures with the same formula, charge and spin (kcal per mole): 118.8
Total charge: +2
HOMO-LUMO gap (spin up / spin down) (eV): 4.82 / 3.13
Multiplicity: 5
E_HOMO (spin up / spin down) (eV): -13.1016 / -13.0508
Lowest unoccupied orbital energy (spin up / spin down) (eV): -8.277 / -9.921

Element x y z (Å)
P1 0.8718 -2.2432 -3.4016
P2 0.0834 2.4484 -1.2860
C1 1.5496 1.1265 -3.2707
C2 1.5664 2.4564 -2.6817
H1 1.1026 1.0451 -4.2319
H2 2.5626 0.7674 -3.5311
H3 2.4638 2.7264 -2.1117
H4 1.3555 3.1739 -3.5167
C3 -1.3466 3.1889 -2.1917
H5 -2.0177 3.4923 -1.3674
H6 -1.8846 2.3982 -2.7714
H7 -0.9504 3.9938 -2.8302
C4 0.8754 3.9234 -0.6079
H8 0.6660 4.6780 -1.3524
H9 1.9388 3.7510 -0.4806
H10 0.4514 4.1480 0.3627
C5 -0.4566 -3.5323 -3.2080
H11 -0.3113 -4.1141 -2.2835
H12 -0.5521 -4.1560 -4.1371
H13 -1.4026 -2.9508 -3.1236
C6 2.4064 -2.7182 -2.6905
H14 3.0075 -1.8226 -2.4838
H15 3.0254 -3.4334 -3.3454
H16 2.1524 -3.2435 -1.7387
Pt1 -0.3103 -0.3110 -3.5039
C7 -0.0245 1.2356 -5.7878
C8 -1.2285 1.0462 -5.1689
C9 -2.3419 0.3340 -5.9331
C10 -1.8489 -1.0395 -6.2824
C11 -1.1152 -1.5612 -5.0819
C12 0.3484 -1.9658 -5.2279
C13 1.1864 -1.0344 -6.1235
C14 0.6876 0.2640 -6.6930
C15 -0.4227 -1.1781 -1.2357
H17 0.5040 2.1823 -5.6722
H18 -1.5976 1.7058 -4.3951
H19 -2.6758 0.8711 -6.8273
H20 -3.1902 0.2854 -5.2539
H21 -2.7589 -1.6129 -6.4882
H22 -1.2935 -1.0192 -7.2238
H23 -1.6233 -2.4527 -4.7805
H24 0.4235 -2.9556 -5.5637
H25 1.2793 -1.6355 -7.0118
H26 2.1980 -0.9475 -5.7287
H27 1.6104 0.7720 -7.0200
H28 0.0789 0.0605 -7.5991
H29 0.4376 -0.7864 -0.6704
H30 -0.4498 -2.2604 -1.1713
H31 -1.3579 -0.7358 -0.8490
F1 0.5642 1.6876 5.4283
C16 0.1793 1.5016 4.1544
C17 1.0626 1.5555 3.0947
F2 2.3208 1.9287 3.3773
C18 0.6596 1.4665 1.7583
F3 1.6448 1.2891 0.8362
C19 -0.7040 1.5323 1.4021
O1 -1.1282 1.8906 0.2255
C20 -1.5459 1.1464 2.5043
F4 -2.7959 0.7154 2.2007
C21 -1.1068 1.1575 3.8340
F5 -1.9465 0.9879 4.8566

Here are the Mulliken charges for atoms 1 to 4, given in e: P 0.287; P 0.993; C -0.409; C -0.919


Entry 2:
A structure of composition C21H31F5P2Pd. Source: the Open Molecules 2025 dataset; level of theory: ωB97M-V/def2-TZVPD.

Energy above the lowest of the compared OMol25 structures with the same formula, charge and spin (kcal per mole): 0.0
Total charge: +2
HOMO-LUMO gap (spin up / spin down) (eV): 5.90 / 5.60
Multiplicity: 5
E_HOMO (spin up / spin down) (eV): -11.2765 / -15.3011
Lowest unoccupied orbital energy (spin up / spin down) (eV): -5.381 / -9.702

Element x y z (Å)
P1 0.1705 -1.7958 -3.1507
P2 0.0994 1.2722 -3.0448
C1 -0.1900 -0.9095 -4.7860
C2 0.3541 0.4967 -4.7573
H1 -1.2763 -0.9439 -4.9625
H2 0.3124 -1.4854 -5.5755
H3 1.4274 0.5420 -5.0004
H4 -0.1945 1.1207 -5.4766
C3 -1.4772 2.0644 -3.5907
H5 -1.7563 2.8337 -2.8653
H6 -2.2708 1.3158 -3.6843
H7 -1.2906 2.5305 -4.5659
C4 1.1861 2.6853 -3.5013
H8 0.8398 3.0811 -4.4609
H9 2.2150 2.3287 -3.5920
H10 1.1090 3.4452 -2.7223
C5 -0.9231 -3.1935 -3.6222
H11 -0.7760 -4.0018 -2.9037
H12 -0.6390 -3.5162 -4.6294
H13 -1.9613 -2.8514 -3.6138
C6 1.7172 -2.5273 -3.8443
H14 2.4932 -1.7631 -3.9418
H15 1.4698 -2.9322 -4.8314
H16 2.0515 -3.3365 -3.1916
Pd1 0.0620 -0.3780 2.7946
C7 0.7026 1.1611 1.2656
C8 -0.6822 1.0534 1.2232
C9 -1.4889 0.2890 0.2180
C10 -1.8604 -1.1674 0.6032
C11 -0.7906 -1.9336 1.3132
C12 0.5911 -1.8199 1.1361
C13 1.2798 -1.0410 0.0567
C14 1.7023 0.3981 0.4506
C15 0.1786 -1.8649 4.1454
H17 1.1066 2.0277 1.8116
H18 -1.2430 1.8093 1.7939
H19 -1.0073 0.3118 -0.7703
H20 -2.4432 0.8187 0.1065
H21 -2.7150 -1.1259 1.2914
H22 -2.2232 -1.6950 -0.2885
H23 -1.1405 -2.7741 1.9160
H24 1.2024 -2.5596 1.6587
H25 0.6778 -1.0314 -0.8647
H26 2.1986 -1.5843 -0.2024
H27 2.6095 0.3101 1.0593
H28 1.9867 0.9467 -0.4559
H29 0.9360 -1.5514 4.8704
H30 0.4085 -2.8143 3.6575
H31 -0.8149 -1.8641 4.6063
F1 -2.4261 0.6804 4.5078
C16 -1.2838 1.2158 4.9976
C17 -0.0638 0.9065 4.4282
C18 1.0593 1.4879 4.9796
F2 2.2914 1.2072 4.4831
C19 0.9751 2.3918 6.0497
F3 2.0957 2.9625 6.5352
C20 -0.2527 2.7105 6.6021
F4 -0.3441 3.5753 7.6366
C21 -1.3842 2.1049 6.0836
F5 -2.5906 2.3768 6.6148

Here are the Mulliken charges for atoms 1 to 4, given in e: P 1.081; P 0.922; C -1.245; C -1.291


Entry 3:
A structure of composition C21H31F5P2Re. Source: the Open Molecules 2025 dataset; level of theory: ωB97M-V/def2-TZVPD.

Energy above the lowest of the compared OMol25 structures with the same formula, charge and spin (kcal per mole): 0.0
Total charge: +2
HOMO-LUMO gap (spin up / spin down) (eV): 7.43 / 4.68
Multiplicity: 4
E_HOMO (spin up / spin down) (eV): -14.8234 / -14.6621
Lowest unoccupied orbital energy (spin up / spin down) (eV): -7.393 / -9.982

Element x y z (Å)
P1 3.3072 0.1280 -1.4160
P2 1.3602 -2.2360 -1.9255
C1 4.0592 -1.4458 -2.1780
C2 3.0097 -2.2593 -2.8902
H1 4.5473 -2.0151 -1.3687
H2 4.8154 -1.1071 -2.9036
H3 2.8155 -1.8817 -3.9100
H4 3.3343 -3.3118 -2.9394
C3 1.8173 -3.8162 -1.0817
H5 0.9238 -4.2320 -0.6047
H6 2.5920 -3.6402 -0.3231
H7 2.1947 -4.5240 -1.8313
C4 0.5304 -3.0174 -3.3644
H8 1.0977 -3.9024 -3.6765
H9 0.4880 -2.2952 -4.1921
H10 -0.4885 -3.2987 -3.0698
C5 4.8659 0.4532 -0.5156
H11 4.8127 1.4532 -0.0678
H12 5.7040 0.3915 -1.2193
H13 4.9895 -0.2995 0.2755
C6 3.7425 1.0822 -2.9313
H14 3.0848 0.8062 -3.7657
H15 4.7829 0.8555 -3.1971
H16 3.6454 2.1522 -2.7244
Re1 -1.6273 1.5394 1.4718
C7 -1.8461 0.1314 -0.1256
C8 -1.3594 -0.5352 1.0579
C9 0.0802 -0.9060 1.2971
C10 0.9583 0.1997 1.9048
C11 0.4203 1.5995 1.7705
C12 0.0503 2.2060 0.4795
C13 0.2087 1.4963 -0.8433
C14 -0.9759 0.6148 -1.2432
C15 -2.0437 3.3401 2.4266
H17 -2.8781 -0.1019 -0.4132
H18 -2.0855 -1.1659 1.5955
H19 0.5351 -1.3018 0.3753
H20 0.0719 -1.7242 2.0180
H21 1.0207 0.0118 2.9904
H22 1.9769 0.1166 1.5153
H23 0.7773 2.2876 2.5483
H24 0.1607 3.2982 0.4185
H25 1.1520 0.9249 -0.8691
H26 0.3069 2.2728 -1.6062
H27 -1.6230 1.2173 -1.9058
H28 -0.6061 -0.2202 -1.8567
H29 -3.0196 3.7098 2.0488
H30 -1.2111 4.0190 2.1889
H31 -2.1204 3.1286 3.5069
F1 -2.9272 0.3411 4.3246
C16 -3.9723 0.6447 3.5162
C17 -3.7496 1.1780 2.2496
C18 -4.8739 1.5006 1.5028
F2 -4.7439 2.0774 0.2766
C19 -6.1755 1.2500 1.9548
F3 -7.2286 1.5141 1.1658
C20 -6.3801 0.6838 3.2187
F4 -7.6143 0.3993 3.6490
C21 -5.2630 0.3908 4.0011
F5 -5.4266 -0.1780 5.2104

Here are the Mulliken charges for atoms 1 to 4, given in e: P 1.190; P 0.974; C -1.267; C -1.293


Entry 4:
A structure of composition C21H31FeN4O3S2. Source: the Open Molecules 2025 dataset; level of theory: ωB97M-V/def2-TZVPD.

Total charge: +1
HOMO-LUMO gap (spin up / spin down) (eV): 7.33 / 7.36
E_HOMO (spin up / spin down) (eV): -10.3147 / -10.3504
Lowest unoccupied orbital energy (spin up / spin down) (eV): -2.982 / -2.989

Element x y z (Å)
Fe1 0.4418 -0.0543 1.2177
C1 3.6935 -0.3661 1.4220
O1 2.4457 -0.1718 2.0807
C2 2.3741 -0.7183 3.3989
C3 1.2962 0.0652 4.1238
O2 0.1652 0.0278 3.2618
C4 -1.0264 0.6930 3.6725
C5 -2.0470 0.4224 2.5842
O3 -1.4299 0.8130 1.3533
C6 -2.3393 1.1925 0.3154
H1 3.9363 -1.4286 1.3577
H2 4.4838 0.1655 1.9554
H3 3.5891 0.0410 0.4190
H4 3.3331 -0.6119 3.9102
H5 2.1058 -1.7764 3.3401
H6 1.6032 1.1016 4.2997
H7 1.0541 -0.4020 5.0814
H8 -0.8336 1.7662 3.7755
H9 -1.3721 0.2937 4.6291
H10 -2.9501 1.0101 2.7585
H11 -2.3017 -0.6393 2.5355
H12 -3.0278 0.3779 0.0977
H13 -1.7421 1.4170 -0.5647
H14 -2.8840 2.0850 0.6272
N1 -0.2536 -3.6483 -0.9597
C7 0.0082 -2.4359 -0.4319
S1 -0.0040 -2.2801 1.2964
N2 0.2393 -1.4706 -1.3027
N3 0.5095 -0.2880 -0.6927
C8 0.7904 0.7424 -1.4222
C9 0.7906 0.7487 -2.9012
C10 1.9515 1.0579 -3.6028
C11 1.9450 1.0745 -4.9905
C12 0.7759 0.7931 -5.6803
C13 -0.3852 0.4839 -4.9832
C14 -0.3780 0.4543 -3.5994
C15 1.1132 1.9623 -0.6429
C16 1.4109 3.1915 -1.2196
C17 1.7128 4.2609 -0.3933
C18 1.7096 4.0851 0.9824
C19 1.3825 2.8383 1.4829
N4 1.0867 1.8068 0.6983
H15 -0.2600 -4.4514 -0.3578
H16 -0.0960 -3.7787 -1.9455
H17 2.8675 1.2733 -3.0648
H18 2.8534 1.3056 -5.5307
H19 0.7694 0.8108 -6.7620
H20 -1.2961 0.2592 -5.5221
H21 -1.2737 0.1897 -3.0516
H22 1.4006 3.2992 -2.2941
H23 1.9488 5.2258 -0.8218
H24 1.9453 4.8962 1.6560
H25 1.3528 2.6500 2.5490
C20 -3.5088 -3.8008 0.8277
S2 -3.6225 -2.2497 -0.0764
C21 -3.8682 -2.9063 -1.7349
H26 -2.6740 -4.3935 0.4555
H27 -4.4351 -4.3669 0.7420
H28 -3.3297 -3.5666 1.8750
H29 -4.7884 -3.4859 -1.7916
H30 -3.0176 -3.5247 -2.0204
H31 -3.9412 -2.0651 -2.4217

Here are the Mulliken charges for atoms 1 to 4, given in e: Fe -0.282; C -0.903; O 0.052; C -0.771